(1)
{"formula": "C37H43ClF8NO28", "method": "ωB97M-V/def2-TZVPD", "elements": ["O", "C", "O", "Cl", "C", "C", "C", "N", "C", "C", "C", "O", "C", "C", "C", "C", "C", "O", "C", "H", "H", "H", "H", "H", "H", "H", "H", "H", "H", "H", "H", "H", "H", "H", "H", "H", "H", "H", "C", "C", "O", "C", "O", "O", "F", "H", "H", "H", "C", "C", "O", "C", "O", "O", "F", "H", "H", "H", "C", "C", "O", "C", "O", "O", "F", "H", "H", "H", "C", "C", "O", "C", "O", "O", "F", "H", "H", "H", "C", "C", "O", "C", "O", "O", "F", "H", "H", "H", "C", "C", "O", "C", "O", "O", "F", "H", "H", "H", "C", "C", "O", "C", "O", "O", "F", "H", "H", "H", "C", "C", "O", "C", "O", "O", "F", "H", "H", "H"], "xyz": [[-4.1917, 4.3844, 0.5056], [-3.2197, 4.1965, 1.1741], [-2.8458, 5.1241, 2.1687], [-3.8504, 4.8157, 3.5068], [-2.3337, 2.9842, 1.0709], [-1.6766, 2.5581, 2.2246], [-0.9145, 1.4502, 2.1351], [-0.7634, 0.7536, 1.0026], [0.0646, -0.4617, 1.0335], [-0.2879, -1.4774, 2.1442], [0.9832, -2.2449, 2.5750], [0.7572, -2.8348, 3.8523], [-1.3468, 1.1649, -0.1097], [-1.2115, 0.4188, -1.4145], [0.2295, 0.2780, -1.9573], [1.1416, 1.5230, -1.7634], [2.4647, 1.2213, -0.9924], [2.4272, 1.7264, 0.3484], [-2.1405, 2.2882, -0.0878], [-1.7657, 3.0375, 3.1901], [-0.4009, 1.0802, 3.0131], [0.0761, -1.0021, 0.0887], [1.1036, -0.1348, 1.2003], [-1.0235, -2.1763, 1.7268], [-0.7434, -1.0465, 3.0434], [1.2395, -3.0447, 1.8805], [1.8167, -1.5226, 2.6509], [0.5059, -2.0989, 4.4225], [-1.8062, 0.9408, -2.1712], [-1.6757, -0.5701, -1.2699], [0.1342, 0.1159, -3.0389], [0.7440, -0.6105, -1.5923], [1.4706, 1.8469, -2.7607], [0.6481, 2.3876, -1.3006], [3.2962, 1.7171, -1.5169], [2.7071, 0.1479, -0.9878], [2.5156, 2.6851, 0.3281], [-2.6514, 2.6412, -0.9778], [0.1727, 0.6062, 7.6541], [0.5658, -0.3605, 6.5726], [-0.4935, -0.2168, 5.6257], [-0.9465, 1.0581, 5.7593], [-1.6378, 1.6152, 4.9610], [-0.5105, 1.6218, 6.9018], [0.5762, -1.6350, 7.0254], [-0.5135, 0.1661, 8.3788], [1.0285, 1.0170, 8.1835], [1.5158, -0.1312, 6.0866], [-6.9344, 6.1050, 1.9998], [-8.3412, 6.4342, 1.5735], [-9.0765, 6.2550, 2.7674], [-8.2180, 6.5230, 3.7963], [-8.5515, 6.7283, 4.9122], [-6.9236, 6.5301, 3.3661], [-8.7939, 5.5590, 0.6420], [-6.7250, 5.0351, 1.9500], [-6.1841, 6.6371, 1.4191], [-8.4771, 7.4546, 1.2099], [5.7487, -1.5399, -3.0115], [4.8242, -1.5537, -4.2007], [3.6185, -2.0778, -3.6435], [3.6135, -1.7165, -2.3412], [2.6478, -1.7461, -1.6353], [4.8312, -1.3054, -1.9306], [5.2652, -2.3932, -5.1611], [6.2496, -2.4974, -2.8609], [6.4985, -0.7554, -3.0694], [4.6285, -0.5713, -4.6354], [2.7576, 2.2188, 2.8798], [2.2463, 2.2967, 4.2926], [3.3205, 2.8773, 4.9889], [3.9875, 3.6672, 4.0826], [4.7713, 4.4997, 4.3689], [3.6098, 3.3606, 2.8081], [2.0105, 1.0455, 4.8041], [3.3419, 1.3145, 2.6985], [1.9619, 2.2768, 2.1399], [1.3530, 2.9140, 4.4182], [-1.5154, -4.5388, -3.5237], [-2.9689, -4.1934, -3.3344], [-3.0044, -3.7354, -1.9911], [-1.7780, -3.2141, -1.7331], [-1.5317, -2.5068, -0.8043], [-0.8738, -3.5889, -2.6623], [-3.7585, -5.2867, -3.4487], [-1.2820, -5.5501, -3.1882], [-1.1844, -4.4236, -4.5528], [-3.3372, -3.4081, -3.9973], [-7.1543, -7.3126, -4.6328], [-5.8155, -7.0521, -5.2729], [-6.1139, -7.0935, -6.6535], [-7.4184, -6.6936, -6.7784], [-7.9213, -6.3570, -7.7941], [-8.0539, -6.7263, -5.5752], [-4.9279, -8.0380, -4.9860], [-7.3672, -8.3787, -4.5390], [-7.2517, -6.8463, -3.6549], [-5.3774, -6.0852, -5.0238], [4.8042, 4.6444, -2.4162], [5.9475, 4.8206, -3.3818], [6.0328, 3.5404, -3.9915], [4.7811, 3.0147, -3.9630], [4.4262, 2.0820, -4.6091], [3.9788, 3.6927, -3.1009], [7.1048, 5.0772, -2.7353], [5.1293, 4.2255, -1.4620], [4.2632, 5.5689, -2.2289], [5.7820, 5.5802, -4.1477], [4.5230, -4.8340, -0.8620], [3.9790, -3.7001, -0.0322], [5.0965, -3.3160, 0.7449], [6.2052, -3.6151, 0.0014], [7.2896, -3.1950, 0.2151], [5.8906, -4.4531, -1.0252], [2.9858, -4.1175, 0.7967], [4.4693, -5.7916, -0.3415], [4.0252, -4.9279, -1.8253], [3.6273, -2.8458, -0.6109]], "orbital_gap_ev": 8.4, "max_force_ev_per_a": 2.011, "homo_ev": -12.76, "charge": 1, "relative_energy_kj_mol": 0.0, "lumo_ev": -4.4, "molar_mass_g_mol": 1137.2, "e_tot_ha": -4856.08249}

---

(2)
{"formula": "C37H43CrNO2P", "method": "ωB97M-V/def2-TZVPD", "elements": ["O", "C", "C", "H", "H", "C", "H", "H", "C", "H", "H", "H", "C", "H", "H", "H", "Cr", "C", "C", "C", "H", "C", "C", "H", "H", "H", "H", "C", "C", "C", "H", "C", "C", "H", "H", "H", "H", "O", "C", "C", "H", "H", "C", "H", "H", "C", "H", "H", "H", "H", "N", "P", "C", "C", "C", "C", "C", "C", "C", "C", "C", "C", "C", "C", "C", "C", "C", "C", "C", "C", "H", "H", "H", "H", "H", "H", "H", "H", "H", "H", "H", "H", "H", "H", "H"], "xyz": [[0.1110, 7.1724, -0.9324], [-1.1824, 7.8068, -1.3150], [-0.5416, 9.1590, -1.5937], [-1.8444, 7.7588, -0.4449], [-1.6525, 7.3524, -2.1861], [0.7621, 8.4335, -1.2108], [-0.8075, 9.9427, -0.8716], [-0.5557, 9.4908, -2.6448], [1.3375, 9.0778, 0.0206], [0.5679, 9.1634, 0.7888], [1.6888, 10.0736, -0.2660], [2.1837, 8.5116, 0.4354], [1.7470, 8.4266, -2.3501], [1.2986, 8.0408, -3.2686], [2.6478, 7.8338, -2.1212], [2.0603, 9.4581, -2.5194], [0.7869, -1.1432, -0.2125], [1.0106, -2.1636, -2.2334], [-0.4055, -2.0743, -2.1013], [-0.7667, -0.7035, -1.9422], [-1.1006, -2.9147, -2.1831], [0.4275, 0.0743, -2.0108], [1.5316, -0.8259, -2.2473], [2.5620, -0.5600, -2.4615], [1.5859, -3.0700, -2.3862], [-1.7835, -0.3049, -1.8605], [0.4633, 1.1691, -1.9938], [2.1920, -1.6487, 1.4032], [2.8853, -0.8975, 0.3896], [2.2556, 0.3983, 0.3249], [3.7648, -1.2307, -0.1346], [1.2026, 0.4450, 1.3041], [1.1757, -0.8024, 1.9673], [0.5228, -1.0693, 2.7965], [2.4478, -2.6586, 1.7218], [2.5603, 1.2353, -0.2955], [0.6019, 1.3157, 1.5431], [-0.3068, 2.8950, 0.1197], [0.4669, 3.7666, -0.7462], [-0.5294, 4.6408, -1.4896], [1.0974, 3.2014, -1.4651], [1.1140, 4.3909, -0.0973], [-1.8442, 4.4989, -0.6894], [-0.6336, 4.3785, -2.5478], [-0.1161, 5.6571, -1.4286], [-1.7323, 3.0650, -0.1872], [-2.7302, 4.7263, -1.2652], [-1.8103, 5.1831, 0.1849], [-2.0552, 2.3715, -0.9884], [-2.2841, 2.8786, 0.7504], [-0.3491, -2.3898, 0.5075], [-0.4752, -3.9388, 0.9208], [0.5515, -4.9154, -0.1654], [-0.0333, -5.5155, -1.3000], [0.7800, -6.0871, -2.2695], [2.1722, -6.0675, -2.1301], [2.7565, -5.4672, -1.0041], [1.9494, -4.8994, -0.0220], [-0.0251, -4.1608, 2.6417], [0.8996, -5.1233, 3.0734], [1.2328, -5.1891, 4.4293], [0.6275, -4.3326, 5.3488], [-0.3262, -3.3962, 4.9233], [-0.6572, -3.3118, 3.5671], [-2.1300, -4.6025, 0.7635], [-2.3454, -5.9623, 1.0622], [-3.6370, -6.4791, 0.9924], [-4.7039, -5.6503, 0.6327], [-4.4784, -4.3022, 0.3195], [-3.1896, -3.7679, 0.3923], [-1.1245, -5.5288, -1.4114], [0.3150, -6.5400, -3.1481], [2.7998, -6.5007, -2.8952], [3.8418, -5.4286, -0.8937], [2.4072, -4.4435, 0.8627], [1.3701, -5.7987, 2.3573], [1.9921, -5.9007, 4.7597], [0.9062, -4.3708, 6.4027], [-0.7965, -2.7179, 5.6307], [-1.3839, -2.5740, 3.2255], [-1.5065, -6.5964, 1.3517], [-3.8067, -7.5339, 1.2240], [-5.7153, -6.0554, 0.5986], [-5.3083, -3.6631, 0.0219], [-2.9868, -2.7147, 0.1722]], "orbital_gap_ev": [6.3, 6.8], "max_force_ev_per_a": 5.012, "homo_ev": [-5.57, -6.07], "spin_multiplicity": 4, "lumo_ev": [0.7, 0.7], "molar_mass_g_mol": 616.7, "e_tot_ha": -3026.59535}